This record from the OMol25 dataset describes 12 unconnected molecules or ions with the total composition C48H72O32 at a distorted geometry. The level of theory is wB97M-V/def2-TZVPD.

Each line ends with the Löwdin charge.
CARTESIAN COORDINATES (ANGSTROEM)
1 C -6.31756 -17.39374 11.57005  -0.0201
2 C -7.22424 -16.53116 10.72540  -0.3204
3 C -7.78742 -15.34733 11.45788  -0.0804
4 O -7.01836 -14.18672 11.00072  0.0650
5 C -6.31269 -14.54048 9.90671  -0.5306
6 O -5.56190 -13.92898 9.23118  0.1534
7 O -6.60827 -15.87964 9.60366  0.0656
8 H -5.45329 -16.85753 11.96092  0.0761
9 H -5.90327 -18.26435 10.97646  0.1028
10 H -6.88154 -17.74919 12.42189  0.0587
11 H -8.00150 -17.28332 10.43980  0.1471
12 H -7.79393 -15.39221 12.57388  0.1408
13 H -8.79077 -15.12223 11.25520  0.1086
14 C -8.26057 -21.37864 11.01998  -0.0056
15 C -9.37714 -20.36981 11.27390  -0.2830
16 C -10.22645 -20.56008 12.49587  -0.0784
17 O -10.53117 -19.22738 13.01761  0.0957
18 C -9.60012 -18.44726 12.44935  -0.5669
19 O -9.35607 -17.30391 12.71755  0.1305
20 O -8.79359 -19.03344 11.52263  0.0281
21 H -8.82557 -22.36701 11.13766  0.1066
22 H -7.53008 -21.28725 11.86451  0.0794
23 H -7.84283 -21.20202 10.05297  0.0800
24 H -9.96532 -20.32484 10.35116  0.1517
25 H -9.69623 -21.12468 13.24006  0.1002
26 H -11.14016 -21.09810 12.29524  0.1392
27 C -2.84993 -18.74191 13.27009  -0.0057
28 C -3.37648 -20.09095 13.63239  -0.2532
29 C -4.58724 -20.60553 12.69352  -0.0239
30 O -4.09706 -21.88825 12.24277  0.0479
31 C -2.84809 -22.13291 12.67969  -0.5991
32 O -2.25184 -23.15175 12.54213  0.1425
33 O -2.36664 -21.08963 13.34768  0.0801
34 H -2.26262 -18.86787 12.33522  0.1109
35 H -2.21338 -18.42809 14.06336  0.0783
36 H -3.67564 -18.05200 13.11842  0.0739
37 H -3.70320 -20.20259 14.66933  0.1291
38 H -5.04243 -20.03157 11.86532  0.1251
39 H -5.40028 -20.78527 13.33567  0.0752
40 C -7.00880 -19.74242 20.05225  -0.0090
41 C -5.58551 -19.18548 20.35884  -0.3152
42 C -4.53628 -20.29868 20.42532  -0.0716
43 O -3.42847 -19.70036 19.70301  0.0436
44 C -3.89249 -18.55283 19.04024  -0.5388
45 O -3.25168 -17.96794 18.21420  0.1541
46 O -5.15151 -18.35170 19.34630  0.0866
47 H -7.03491 -20.11910 18.99428  0.0947
48 H -7.80943 -19.03673 20.12440  0.0679
49 H -7.19893 -20.61187 20.66864  0.0862
50 H -5.55921 -18.63134 21.29309  0.1513
51 H -4.96208 -21.09436 19.79459  0.1236
52 H -4.25759 -20.59071 21.43147  0.1345
53 C -12.09933 -21.82253 19.87068  -0.0042
54 C -11.41439 -20.62595 19.19913  -0.3008
55 C -9.92144 -20.77927 19.12366  -0.1233
56 O -9.70337 -21.33152 17.84308  0.0606
57 C -10.75780 -21.08553 17.07477  -0.5571
58 O -10.78610 -21.31087 15.87852  0.1277
59 O -11.74986 -20.56110 17.81720  0.0888
60 H -13.17615 -21.95947 19.57429  0.1073
61 H -12.06586 -21.79354 20.94243  0.0744
62 H -11.52358 -22.69794 19.58841  0.0831
63 H -11.67306 -19.67736 19.57237  0.1383
64 H -9.51349 -21.47279 19.84390  0.1351
65 H -9.50227 -19.74751 19.19515  0.1057
66 C -2.69312 -11.13699 12.67317  -0.0220
67 C -3.65344 -12.17240 12.04583  -0.2823
68 C -2.96152 -13.34093 11.35462  -0.1023
69 O -3.47159 -14.40385 12.11947  0.0327
70 C -4.27869 -14.02074 13.14700  -0.6034
71 O -4.63862 -14.83265 13.91729  0.1573
72 O -4.40197 -12.71024 13.16842  0.0864
73 H -2.19337 -11.59424 13.52834  0.0873
74 H -3.33592 -10.30899 13.07608  0.0975
75 H -1.92617 -10.78470 11.99039  0.0801
76 H -4.45803 -11.72352 11.36474  0.1762
77 H -1.89104 -13.46894 11.48670  0.1341
78 H -3.34544 -13.46190 10.28075  0.1449
79 C -1.63111 -23.97276 15.71406  0.0039
80 C -3.13930 -23.93395 15.84715  -0.2657
81 C -3.68751 -24.46271 17.18235  -0.0275
82 O -4.64063 -23.39904 17.60222  0.0635
83 C -4.47346 -22.36137 16.74709  -0.6042
84 O -5.01623 -21.31664 16.95591  0.1356
85 O -3.72629 -22.59953 15.70984  0.1199
86 H -1.32167 -23.35517 14.89758  0.0707
87 H -1.35653 -24.98900 15.54753  0.0875
88 H -1.19839 -23.71561 16.65395  0.0785
89 H -3.56046 -24.56623 15.08052  0.1294
90 H -2.95763 -24.65366 17.97037  0.1321
91 H -4.32434 -25.31455 16.96045  0.1118
92 C -4.09092 -26.63208 12.31705  -0.0077
93 C -4.71825 -25.25493 12.09201  -0.3333
94 C -4.62901 -24.68624 10.66637  -0.0260
95 O -5.99982 -24.33484 10.35217  0.1013
96 C -6.76889 -24.72039 11.33659  -0.5528
97 O -7.98840 -24.63691 11.41821  0.0949
98 O -6.06930 -25.33526 12.31424  0.0796
99 H -4.25045 -27.45090 11.60924  0.0887
100 H -4.44477 -26.97519 13.28640  0.0773
101 H -3.02179 -26.55323 12.48005  0.0805
102 H -4.28813 -24.60185 12.86764  0.1302
103 H -4.27031 -25.34967 9.85608  0.1492
104 H -4.07627 -23.78595 10.73264  0.0940
105 O -10.05196 -17.99889 17.83601  0.0945
106 C -10.87696 -17.46945 17.12313  -0.4578
107 C -10.71651 -16.83287 15.77988  -0.1008
108 C -12.05097 -16.51314 15.32679  -0.1609
109 C -12.80190 -16.34281 16.66050  -0.1131
110 O -12.09961 -17.20238 17.57770  0.0319
111 H -10.19328 -15.79688 15.94224  0.1581
112 H -10.13287 -17.43596 15.12347  0.0917
113 H -12.07069 -15.60113 14.72191  0.1264
114 H -12.57019 -17.25659 14.70435  0.1265
115 H -12.72126 -15.31245 17.09818  0.1437
116 H -13.80619 -16.69022 16.74018  0.1130
117 O -6.29336 -26.11531 15.58060  0.1148
118 C -7.05195 -25.24097 15.32841  -0.5339
119 C -8.59849 -25.31732 15.27381  -0.0612
120 C -9.10831 -23.87285 15.31355  -0.1455
121 C -7.96470 -23.11940 14.60730  -0.0472
122 O -6.78858 -24.00550 14.99073  0.0057
123 H -8.80463 -25.79532 14.32222  0.1233
124 H -9.05240 -25.94339 16.02424  0.1118
125 H -10.05826 -23.69612 14.68843  0.1367
126 H -9.33231 -23.41495 16.31372  0.1057
127 H -8.01316 -23.32821 13.55011  0.0977
128 H -7.74280 -22.11350 14.96896  0.1103
129 O -7.58347 -20.04621 13.79536  0.0727
130 C -7.17395 -19.40862 14.74890  -0.4107
131 C -7.77888 -19.21375 16.18379  -0.0553
132 C -7.03017 -18.03205 16.73614  -0.1244
133 C -5.65876 -18.27400 16.09793  -0.0685
134 O -6.00643 -18.74946 14.69679  0.0184
135 H -8.85566 -19.19020 16.07214  0.0916
136 H -7.66923 -20.15302 16.77379  0.1230
137 H -7.35988 -17.08185 16.38438  0.0857
138 H -7.00706 -18.02355 17.80207  0.0937
139 H -5.15343 -17.31767 16.03955  0.1190
140 H -4.93167 -18.96006 16.51797  0.0911
141 O -9.29393 -13.95426 16.82541  0.1107
142 C -8.15641 -13.63161 16.97866  -0.5275
143 C -6.86762 -14.27640 16.49766  -0.0794
144 C -5.84083 -13.66909 17.36148  -0.1417
145 C -6.49878 -12.37102 17.90112  -0.0956
146 O -7.90414 -12.56427 17.66215  0.0638
147 H -6.89321 -15.33996 16.40313  0.0844
148 H -6.76978 -13.89478 15.42661  0.1535
149 H -5.57682 -14.34924 18.17535  0.1208
150 H -4.93743 -13.44113 16.78656  0.1189
151 H -6.25480 -12.25660 18.95284  0.1270
152 H -6.26291 -11.53628 17.37045  0.0914

Atomic forces in eV per Å
1.5 -0.4 -0.7
-0.6 -0.9 0.2
0.3 0.8 1.8
0.8 -0.2 -0.3
-1.3 -3.0 0.3
0.3 1.2 0.1
0.6 0.5 0.1
0.1 0.3 0.0
-0.7 0.9 0.6
-0.1 -0.2 0.0
0.3 1.4 -0.5
0.7 0.0 -0.9
-1.5 0.1 -0.8
-1.7 -0.7 2.5
1.2 0.8 -0.9
-0.5 -0.7 0.5
1.1 -0.6 -1.3
1.8 1.0 -0.4
-1.0 0.4 0.8
-2.2 -1.4 0.2
1.3 0.9 -0.6
-0.4 -0.2 -1.0
0.4 -0.3 -0.5
-0.2 0.4 0.2
0.3 0.0 0.6
-0.4 0.2 -0.1
0.1 -0.5 -0.8
-1.6 -0.8 -1.9
1.3 -0.1 0.8
-0.1 -0.2 -0.4
-0.8 1.1 0.6
0.2 -0.8 -0.5
0.2 0.4 0.6
-0.4 0.4 0.5
0.6 0.7 0.5
0.1 0.2 0.1
0.2 0.0 -0.1
1.1 0.0 0.2
-1.0 -0.5 0.7
1.5 -0.3 -1.2
-1.6 -1.3 1.6
-0.4 0.6 -1.8
-0.5 1.0 0.1
1.9 -2.0 -0.8
-0.5 -0.1 0.9
-0.5 1.5 -0.8
0.3 0.3 0.8
-0.2 0.6 0.4
-0.1 -0.1 0.4
-0.3 0.3 0.2
0.7 -0.3 0.4
0.1 -0.1 -0.1
-0.8 0.0 -0.9
-0.5 -1.3 0.1
0.5 1.3 0.7
0.8 -0.3 -0.2
-0.5 0.0 -1.9
-0.2 0.5 1.8
-0.4 -0.4 -1.2
1.1 0.3 0.1
0.1 0.4 0.6
-0.2 -0.4 -0.2
-0.5 1.1 0.8
0.2 0.0 0.3
0.1 -1.1 -0.2
-1.5 0.3 0.2
-0.3 2.4 -0.5
-1.5 -0.6 -0.8
-0.8 -1.5 0.1
2.1 -0.6 -1.4
-1.5 -0.6 1.5
-0.1 0.2 -0.4
0.0 -0.1 -0.1
0.9 -0.5 -0.5
-0.2 0.2 -0.2
1.4 -0.4 0.9
0.2 0.8 -0.5
0.9 0.2 1.4
-1.2 0.4 0.4
0.1 -0.5 0.0
-1.5 0.8 -0.3
1.7 -0.6 -0.8
-1.5 0.2 1.6
-0.4 0.9 -0.1
1.4 -1.3 -0.5
0.4 0.3 -0.4
0.3 -0.8 -0.4
0.6 0.7 0.6
-0.3 0.2 -0.5
-0.1 0.2 -0.1
0.2 -0.3 0.4
0.3 -0.1 0.7
2.1 -1.2 -0.2
-0.1 -0.3 -0.1
0.5 0.3 -0.4
-2.8 -1.0 1.4
2.0 0.3 -0.5
-2.2 0.2 0.1
-0.3 0.5 -0.3
-0.3 -0.1 0.1
0.3 0.3 -0.3
0.0 0.1 -0.6
-0.1 0.2 0.7
0.6 0.8 -0.5
-0.2 -0.3 -0.4
0.6 0.8 0.9
2.6 1.5 0.7
-3.1 0.7 -1.0
0.7 0.9 0.7
-0.1 -0.3 0.3
-0.4 -2.0 0.0
0.5 -0.3 -0.5
-0.1 0.0 0.2
0.4 -0.2 0.3
-0.1 -0.7 -0.6
-0.9 0.0 -0.5
1.6 -0.7 0.3
-4.1 0.9 -0.1
-0.1 0.0 0.3
-1.3 1.2 -1.0
0.6 -2.6 1.5
2.0 2.2 -0.3
-0.2 0.0 -0.4
0.2 -0.3 0.4
1.3 -0.5 1.0
0.5 -0.8 -0.8
-0.1 0.8 -0.5
0.0 -0.3 -0.5
0.2 0.7 1.1
0.0 -0.3 0.9
-0.7 -1.4 -1.4
0.9 -1.6 -0.4
-0.1 0.9 -1.0
0.4 0.4 1.3
-0.2 0.6 0.0
0.6 0.5 -0.4
-0.7 0.4 -0.3
0.1 0.1 0.7
0.3 0.1 -0.6
-0.6 -0.5 0.2
-1.1 -0.9 -0.8
-0.1 -1.7 -0.5
-1.2 1.2 -2.4
1.4 0.6 0.5
-0.3 -3.0 0.6
0.8 2.1 1.9
-0.1 -0.4 0.3
0.0 -0.5 1.1
0.0 0.2 0.0
0.0 -0.1 0.3
-0.5 0.2 0.1
1.1 2.4 -1.4

Computed properties:
- E (eV) = -116465.9736
- orbital gap (eV) = 10.34
- strongest force on any atom (eV Å⁻¹) = 4.2
- SMILES string = C[C@H]1COC(=O)O1.C[C@H]1COC(=O)O1.C[C@H]1COC(=O)O1.C[C@H]1COC(=O)O1.C[C@H]1COC(=O)O1.C[C@H]1COC(=O)O1.C[C@H]1COC(=O)O1.C[C@H]1COC(=O)O1.O=C1CCCO1.O=C1CCCO1.O=C1CCCO1.O=C1CCCO1